[1]
Computed, not measured: a cluster of 4 separate species, C4H17NO3 in total in a non-equilibrium geometry, with ωB97M-V/def2-TZVPD.

Results
SMILES ... CCCNC.O.O.O
Largest force on an atom ... 3.5 eV Å⁻¹
E_HOMO ... -8.5 eV
Energy above the lowest of the compared OMol25 structures with the same formula, charge and spin ... 2.068 eV

```
! RIJCOSX wB97M-V def2-TZVPD def2/J DEFGRID3
* xyz 0 1
C -1.970 -1.910 1.046
C -1.379 -0.490 0.910
C -0.094 -0.354 1.753
N 1.081 0.020 0.909
C 2.327 0.544 1.443
H -1.321 -2.718 1.397
H -2.570 -1.720 1.976
H -2.588 -2.313 0.255
H -1.211 -0.161 -0.076
H -2.185 0.232 1.244
H -0.195 0.474 2.412
H 0.200 -1.405 2.058
H 1.317 -0.538 0.081
H 2.958 0.642 0.564
H 2.210 1.563 1.821
H 2.943 0.027 2.223
H -1.306 2.424 -1.734
H -2.524 1.521 -2.258
O -2.105 2.383 -2.260
H -0.355 -1.200 -2.964
H 0.950 -1.638 -2.383
O -0.001 -1.712 -2.239
H 2.045 2.657 -1.492
H 1.728 1.389 -2.310
O 2.045 2.284 -2.376
*
```

Atomic partial charges in e from the Löwdin method, atoms 1 to 2: -0.1150 -0.2512

[2]
Computed, not measured: a cluster of 4 separate species, C4H17NO3 in total in a non-equilibrium geometry, with ωB97M-V/def2-TZVPD.

Results
SMILES ... CCN(C)C.O.O.O
Largest force on an atom ... 2.9 eV Å⁻¹
E_HOMO ... -8.8 eV
Energy above the lowest of the compared OMol25 structures with the same formula, charge and spin ... 1.400 eV

```
! RIJCOSX wB97M-V def2-TZVPD def2/J DEFGRID3
* xyz 0 1
C 0.654 2.281 -2.129
C -0.740 1.993 -1.565
N -0.798 1.273 -0.309
C 0.072 0.135 -0.321
C -0.774 2.101 0.881
H 1.329 2.385 -1.269
H 1.041 1.507 -2.793
H 0.715 3.184 -2.729
H -1.335 1.471 -2.321
H -1.317 2.919 -1.509
H 1.106 0.330 0.022
H 0.092 -0.525 -1.183
H -0.165 -0.569 0.494
H -1.787 2.395 1.185
H -0.168 1.693 1.683
H -0.369 3.109 0.676
H 3.889 -3.518 0.440
H 2.808 -3.108 1.515
O 3.743 -3.113 1.293
H 0.678 -2.665 0.840
H 0.326 -3.859 1.741
O 0.921 -3.587 1.033
H -2.589 0.486 0.628
H -3.907 0.412 -0.052
O -3.402 -0.051 0.624
*
```

Atomic partial charges in e from the Löwdin method, atoms 1 to 2: -0.0892 -0.2721

[3]
Computed, not measured: an isolated molecule of C4H17NP2Si2 in a non-equilibrium geometry, with ωB97M-V/def2-TZVPD.

Results
SMILES ... CP(C)[SiH2]N[SiH2]P(C)C
Largest force on an atom ... 5.1 eV Å⁻¹
E_HOMO ... -8.3 eV
Energy above the lowest of the compared OMol25 structures with the same formula, charge and spin ... 0.371 eV

```
! RIJCOSX wB97M-V def2-TZVPD def2/J DEFGRID3
* xyz 0 1
C 3.928 0.050 0.631
C 1.882 -1.373 1.670
C -1.697 -0.061 1.895
C -4.048 -0.266 0.008
N 0.281 -0.876 -1.180
Si 1.302 0.797 -0.569
Si -1.246 -1.391 -0.746
P 2.303 0.379 1.447
P -2.296 0.378 0.146
H 4.014 1.056 0.121
H 3.773 -0.631 -0.196
H 4.800 -0.156 1.237
H 0.904 -1.718 1.853
H 2.347 -1.423 2.584
H 2.308 -2.061 0.934
H -2.468 -0.764 2.285
H -1.559 0.707 2.568
H -0.807 -0.583 1.744
H -4.371 0.243 -0.818
H -4.617 0.274 0.851
H -4.249 -1.417 -0.025
H 0.776 -1.502 -1.804
H 2.197 1.351 -1.675
H 0.251 1.774 -0.352
H -1.322 -2.556 0.207
H -1.719 -1.604 -2.002
*
```

Atomic partial charges in e from the Löwdin method, atoms 1 to 2: -0.4146 -0.3935

[4]
Computed, not measured: a cluster of 5 separate species, C4H18N2O6 in total in a non-equilibrium geometry, with ωB97M-V/def2-TZVPD.

Results
SMILES ... NCC(=O)NCCO.O.O.O.O
Largest force on an atom ... 1.4 eV Å⁻¹
E_HOMO ... -9.0 eV
Energy above the lowest of the compared OMol25 structures with the same formula, charge and spin ... 0.731 eV

```
! RIJCOSX wB97M-V def2-TZVPD def2/J DEFGRID3
* xyz 0 1
N -0.262 -2.991 -0.686
C 0.247 -1.988 0.260
C 1.482 -1.319 -0.341
N 1.820 -0.085 0.142
C 1.150 0.813 1.087
C 2.043 2.022 1.265
O 2.235 2.628 -0.014
O 2.160 -1.831 -1.211
H 0.365 -3.024 -1.481
H -1.168 -2.739 -1.067
H -0.506 -1.265 0.541
H 0.607 -2.515 1.137
H 2.511 0.412 -0.404
H 0.205 1.154 0.648
H 0.936 0.329 2.037
H 1.552 2.704 1.965
H 3.012 1.710 1.662
H 3.117 3.009 -0.044
H 0.255 0.647 -3.453
H 0.032 0.525 -1.918
O -0.274 0.214 -2.778
H -2.232 1.986 0.536
H -3.003 0.705 0.038
O -2.228 1.026 0.525
H -3.583 -0.420 -2.534
H -2.213 0.084 -1.907
O -3.178 0.082 -1.819
H -1.553 -0.099 2.020
H -2.106 -1.221 2.933
O -1.422 -0.552 2.862
*
```

Atomic partial charges in e from the Löwdin method, atoms 1 to 2: 0.0127 -0.1739

[5]
Computed, not measured: a cluster of 5 separate species, C4H18NO6 in total in a non-equilibrium geometry, with ωB97M-V/def2-TZVPD.

Results
Largest force on an atom ... 4.1 eV Å⁻¹
E_HOMO ... -4.1 eV
Energy above the lowest of the compared OMol25 structures with the same formula, charge and spin ... 1.621 eV

```
! RIJCOSX wB97M-V def2-TZVPD def2/J DEFGRID3
* xyz -1 1
C 1.593 -0.761 0.488
O 1.446 -0.839 1.820
C 0.856 0.543 -0.090
C 0.073 0.339 -1.383
C 0.579 -0.667 -2.388
O -1.214 -0.149 -0.950
N 1.951 1.600 -0.291
H 1.234 -1.702 -0.020
H 2.650 -0.632 0.142
H 0.156 0.837 0.688
H -0.247 1.276 -1.882
H 1.683 -0.560 -2.698
H 0.633 -1.713 -2.175
H 0.215 -0.510 -3.406
H -1.122 -0.707 -0.174
H 2.504 1.147 -1.001
H 2.409 1.816 0.585
H -2.992 -1.925 -0.789
H -3.204 -0.431 -0.936
O -3.678 -1.268 -0.962
H 1.540 0.187 3.262
H 0.121 0.586 2.956
O 0.777 0.751 3.634
H -0.284 -2.164 0.821
H -1.505 -2.717 1.604
O -1.148 -2.610 0.718
H 0.331 2.972 -0.984
H -1.059 2.620 -0.564
O -0.565 3.351 -0.957
*
```

Atomic partial charges in e from the Löwdin method, atoms 1 to 2: -0.4326 -0.3231

[6]
Computed, not measured: a cluster of 5 separate species, C4H18O4 in total in a non-equilibrium geometry, with ωB97M-V/def2-TZVPD.

Results
SMILES ... CCCC.O.O.O.O
Largest force on an atom ... 1.7 eV Å⁻¹
E_HOMO ... -10.5 eV
Energy above the lowest of the compared OMol25 structures with the same formula, charge and spin ... 0.402 eV

```
! RIJCOSX wB97M-V def2-TZVPD def2/J DEFGRID3
* xyz 0 1
C 1.493 0.768 -1.378
C -0.020 0.916 -1.491
C -0.591 1.517 -0.220
C -2.060 1.901 -0.444
H 1.879 0.192 -0.542
H 1.976 1.741 -1.290
H 1.970 0.394 -2.279
H -0.471 -0.017 -1.807
H -0.164 1.608 -2.329
H -0.039 2.361 0.178
H -0.618 0.735 0.539
H -2.289 2.625 -1.228
H -2.565 2.217 0.467
H -2.563 0.992 -0.810
H 1.126 -1.815 1.283
H 2.448 -1.829 0.472
O 2.108 -1.833 1.371
H -1.218 -2.277 1.067
H -0.746 -0.802 1.155
O -0.595 -1.686 1.505
H 2.593 0.030 2.627
H 1.485 -0.606 3.542
O 2.219 0.019 3.508
H -2.466 -2.004 -1.511
H -1.188 -2.910 -1.418
O -1.704 -2.236 -0.966
*
```

Atomic partial charges in e from the Löwdin method, atoms 1 to 2: -0.1120 -0.2690

[7]
Computed, not measured: a cluster of 5 separate species, C4H18O4 in total in a non-equilibrium geometry, with ωB97M-V/def2-TZVPD.

Results
SMILES ... CCCC.O.O.O.O
Largest force on an atom ... 3.6 eV Å⁻¹
E_HOMO ... -10.1 eV
Energy above the lowest of the compared OMol25 structures with the same formula, charge and spin ... 0.818 eV

```
! RIJCOSX wB97M-V def2-TZVPD def2/J DEFGRID3
* xyz 0 1
C 0.509 -0.077 -1.906
C -1.393 2.481 0.269
C -0.565 1.281 -0.062
C -0.440 1.059 -1.575
H 1.505 0.149 -1.418
H 0.634 -0.211 -3.034
H 0.236 -0.996 -1.346
H -1.360 2.661 1.370
H -2.419 2.334 -0.028
H -0.859 3.371 -0.185
H -1.088 0.308 0.270
H 0.393 1.121 0.411
H -1.520 0.861 -2.034
H -0.106 1.915 -2.112
H -3.165 -1.874 1.482
H -2.360 -3.217 1.209
O -2.384 -2.264 1.076
H 4.246 0.297 -0.990
H 2.881 -0.262 -0.298
O 3.376 0.520 -0.654
H -0.276 -1.685 3.373
H -1.022 -1.712 1.985
O -0.217 -1.411 2.456
H 1.588 -2.031 -0.029
H 1.633 -1.037 1.181
O 2.173 -1.583 0.589
*
```

Atomic partial charges in e from the Löwdin method, atoms 1 to 2: -0.1316 -0.1253

[8]
Computed, not measured: a cluster of 5 separate species, C4H18O5 in total in a non-equilibrium geometry, with ωB97M-V/def2-TZVPD.

Results
SMILES ... CCO.CCO.O.O.O
Largest force on an atom ... 1.8 eV Å⁻¹
E_HOMO ... -10.1 eV
Energy above the lowest of the compared OMol25 structures with the same formula, charge and spin ... 0.609 eV

```
! RIJCOSX wB97M-V def2-TZVPD def2/J DEFGRID3
* xyz 0 1
C 4.812 5.026 6.923
C 4.449 4.804 5.463
O 5.631 4.809 4.610
H 4.948 6.090 7.176
H 5.647 4.356 7.135
H 4.008 4.655 7.549
H 3.736 5.530 5.036
H 4.073 3.811 5.403
H 5.592 5.504 3.922
C 8.755 5.594 7.788
C 9.323 6.374 8.960
O 9.689 5.529 10.031
H 7.855 5.080 8.171
H 9.443 4.851 7.412
H 8.444 6.219 6.908
H 8.438 6.873 9.311
H 10.146 7.039 8.614
H 9.949 4.667 9.712
O 4.721 4.356 12.586
H 5.414 4.207 11.942
H 5.196 4.446 13.381
O 5.895 6.849 10.202
H 5.484 7.538 10.760
H 6.576 6.562 10.834
O 7.587 5.517 11.936
H 7.943 5.797 12.795
H 8.306 5.533 11.273
*
```

Atomic partial charges in e from the Löwdin method, atoms 1 to 2: -0.0911 -0.2980